Formula: C41H48IN8O5ReS
Source: the OMol25 dataset
Level of theory: ωB97M-V/def2-TZVPD

The geometry in XYZ format:
```
105
C41H48IN8O5ReS, DFT ωB97M-V/def2-TZVPD
Re -0.269 0.773 -0.942
O -6.947 3.698 1.287
N -6.508 2.671 0.832
O -7.134 1.671 0.540
C -5.036 2.591 0.668
C -4.280 3.294 1.536
C -2.859 3.181 1.523
C -2.026 3.923 2.383
C -0.668 3.752 2.293
C -0.147 2.842 1.377
N -0.911 2.110 0.570
C -2.259 2.306 0.611
C -3.058 1.653 -0.374
N -2.400 0.966 -1.345
C -3.089 0.448 -2.353
C -4.476 0.542 -2.429
C -5.171 1.186 -1.434
C -4.458 1.784 -0.371
H -4.763 3.945 2.254
H -2.456 4.626 3.084
H 0.012 4.324 2.908
H 0.920 2.712 1.312
H -2.517 -0.030 -3.137
H -4.990 0.115 -3.279
H -6.247 1.250 -1.461
C 4.993 1.671 3.773
C 4.741 0.279 3.164
C 4.443 -0.708 4.293
C 6.006 -0.181 2.408
C 3.621 0.371 2.157
C 3.649 1.306 1.115
C 2.618 1.365 0.209
N 1.539 0.565 0.269
C 1.465 -0.322 1.288
C 2.496 -0.454 2.201
C 0.219 -1.105 1.366
C -0.054 -2.017 2.368
C -1.250 -2.737 2.389
C -2.119 -2.513 1.313
C -1.801 -1.582 0.355
N -0.672 -0.855 0.381
C -1.611 -3.700 3.495
C -1.850 -5.094 2.884
C -2.913 -3.199 4.151
C -0.519 -3.800 4.562
H 5.791 1.597 4.510
H 4.101 2.045 4.278
H 5.303 2.397 3.021
H 5.281 -0.713 4.987
H 4.323 -1.730 3.927
H 3.554 -0.418 4.859
H 6.834 -0.256 3.112
H 6.288 0.530 1.631
H 5.858 -1.160 1.950
H 4.475 1.994 1.001
H 2.643 2.085 -0.597
H 2.422 -1.199 2.976
H 0.668 -2.174 3.153
H -3.048 -3.057 1.224
H -2.472 -1.412 -0.476
H -2.696 -5.097 2.196
H -2.071 -5.799 3.685
H -0.963 -5.450 2.357
H -3.736 -3.160 3.436
H -2.776 -2.206 4.582
H -3.197 -3.882 4.950
H 0.419 -4.172 4.145
H -0.831 -4.506 5.329
H -0.347 -2.841 5.055
I 5.887 -0.846 -3.848
C 4.166 0.239 -3.414
C 3.755 1.423 -3.988
N 2.570 1.725 -3.423
N 2.178 0.811 -2.528
C 3.147 -0.093 -2.506
H 4.234 2.044 -4.727
H 1.989 2.520 -3.615
H 3.107 -0.944 -1.846
O -0.689 1.436 -4.129
C -0.603 2.472 -3.513
C -0.886 3.849 -4.064
C -0.633 4.783 -2.891
C -0.187 3.874 -1.771
O 0.198 4.244 -0.686
N -0.227 2.531 -2.178
H -1.914 3.876 -4.426
H -0.250 4.048 -4.927
H -1.521 5.326 -2.566
H 0.137 5.532 -3.075
C -2.146 -3.300 -4.744
C -1.308 -3.026 -3.500
S -0.421 -1.442 -3.734
O -0.192 -0.948 -2.285
C 1.199 -2.094 -4.262
C 1.900 -2.931 -3.205
H -2.711 -4.221 -4.607
H -1.523 -3.427 -5.629
H -2.853 -2.492 -4.935
H -0.591 -3.822 -3.319
H -1.927 -2.900 -2.612
H 1.781 -1.216 -4.539
H 0.977 -2.651 -5.175
H 1.809 -2.464 -2.225
H 2.958 -3.016 -3.452
H 1.500 -3.941 -3.142
```

Gap between HOMO and LUMO (spin up / spin down) ... 6.514 / 5.272 eV
Total charge ... +3
LUMO energy (spin up / spin down) ... -0.321 / -0.366 hartree
Spin multiplicity ... 4
HOMO level (spin up / spin down) ... -15.2 / -15.2 eV

Results of the Löwdin charge analysis, in e, for atoms 1 through 99: atom 1 (Re): 1.8344, atom 2 (O): 0.1499, atom 3 (N): -0.3325, atom 4 (O): 0.1132, atom 5 (C): -0.0449, atom 6 (C): 0.1045, atom 7 (C): -0.0916, atom 8 (C): 0.0777, atom 9 (C): 0.0256, atom 10 (C): -0.0768, atom 11 (N): -0.0316, atom 12 (C): -0.1227, atom 13 (C): -0.1255, atom 14 (N): -0.0274, atom 15 (C): -0.0803, atom 16 (C): 0.0305, atom 17 (C): 0.0802, atom 18 (C): -0.0328, atom 19 (H): 0.1532, atom 20 (H): 0.1493, atom 21 (H): 0.1390, atom 22 (H): 0.1103, atom 23 (H): 0.0855, atom 24 (H): 0.1364, atom 25 (H): 0.1325, atom 26 (C): -0.0221, atom 27 (C): -0.5521, atom 28 (C): -0.0464, atom 29 (C): -0.0147, atom 30 (C): -0.1040, atom 31 (C): 0.0468, atom 32 (C): -0.1154, atom 33 (N): -0.0528, atom 34 (C): -0.1704, atom 35 (C): 0.0899, atom 36 (C): -0.1628, atom 37 (C): 0.0913, atom 38 (C): -0.1043, atom 39 (C): 0.0425, atom 40 (C): -0.0805, atom 41 (N): -0.0560, atom 42 (C): -0.5529, atom 43 (C): -0.0190, atom 44 (C): -0.0195, atom 45 (C): -0.0464, atom 46 (H): 0.1032, atom 47 (H): 0.0967, atom 48 (H): 0.0844, atom 49 (H): 0.1025, atom 50 (H): 0.0931, atom 51 (H): 0.0965, atom 52 (H): 0.1039, atom 53 (H): 0.0887, atom 54 (H): 0.0974, atom 55 (H): 0.1353, atom 56 (H): 0.1193, atom 57 (H): 0.1097, atom 58 (H): 0.1098, atom 59 (H): 0.1317, atom 60 (H): 0.1070, atom 61 (H): 0.0852, atom 62 (H): 0.1032, atom 63 (H): 0.0985, atom 64 (H): 0.0850, atom 65 (H): 0.0966, atom 66 (H): 0.1040, atom 67 (H): 0.0960, atom 68 (H): 0.1028, atom 69 (H): 0.0949, atom 70 (I): 0.9326, atom 71 (C): -0.7451, atom 72 (C): -0.1043, atom 73 (N): 0.0128, atom 74 (N): -0.0377, atom 75 (C): -0.2437, atom 76 (H): 0.1346, atom 77 (H): 0.1428, atom 78 (H): 0.1023, atom 79 (O): 0.0240, atom 80 (C): -0.5222, atom 81 (C): -0.0552, atom 82 (C): -0.0555, atom 83 (C): -0.4532, atom 84 (O): 0.0765, atom 85 (N): -0.0278, atom 86 (H): 0.1391, atom 87 (H): 0.1395, atom 88 (H): 0.1393, atom 89 (H): 0.1402, atom 90 (C): -0.1108, atom 91 (C): -0.3479, atom 92 (S): 1.0422, atom 93 (O): -0.6754, atom 94 (C): -0.3260, atom 95 (C): -0.1130, atom 96 (H): 0.0960, atom 97 (H): 0.0858, atom 98 (H): 0.0763, atom 99 (H): 0.0858



Formula: C2H5PS
Source: the OMol25 dataset
Level of theory: ωB97M-V/def2-TZVPD

The geometry in XYZ format:
```
9
C2H5PS, DFT ωB97M-V/def2-TZVPD
P 0.950 -1.539 0.055
C -0.488 -0.552 -0.703
C -0.978 0.576 0.101
S -2.091 -0.802 0.088
H 0.471 -1.352 1.448
H 1.934 -0.555 -0.254
H -0.335 -0.733 -1.810
H -0.565 0.873 0.972
H -1.235 1.572 -0.445
```

Gap between HOMO and LUMO ... 9.836 eV
LUMO energy ... 0.034 hartree
HOMO level ... -8.9 eV

Löwdin analysis output, partial charges in e: atom 1 (P): 0.7381, atom 2 (C): -0.9106, atom 3 (C): -0.5763, atom 4 (S): 0.7473, atom 5 (H): -0.0765, atom 6 (H): -0.1205, atom 7 (H): 0.0762, atom 8 (H): 0.0103, atom 9 (H): 0.1121



Formula: C21H26N5O3S2Sr
Source: the OMol25 dataset
Level of theory: ωB97M-V/def2-TZVPD

The geometry in XYZ format:
```
58
C21H26N5O3S2Sr, DFT ωB97M-V/def2-TZVPD
Sr -0.610 0.168 1.328
N 0.296 -2.177 0.257
C 1.548 -2.133 -0.481
C 2.604 -1.330 0.276
N 2.165 0.000 0.687
C 2.546 1.088 -0.193
C 1.739 1.098 -1.490
N 0.304 1.074 -1.238
H 0.388 -2.599 1.187
H -0.432 -2.641 -0.274
H 1.340 -1.689 -1.458
H 1.979 -3.129 -0.669
H 3.518 -1.272 -0.338
H 2.862 -1.884 1.183
H 2.473 0.173 1.640
H 3.617 1.049 -0.462
H 2.377 2.027 0.340
H 2.002 0.215 -2.077
H 2.056 1.970 -2.080
H -0.213 0.639 -1.990
H -0.102 1.995 -1.073
S -1.668 3.337 0.250
C -0.310 3.664 1.270
C 0.248 4.959 1.387
C 1.308 5.174 2.237
C 1.826 4.114 2.984
C 1.245 2.871 2.813
N 0.227 2.648 1.976
H -0.180 5.761 0.803
H 1.735 6.168 2.329
H 2.650 4.246 3.671
H 1.579 1.990 3.354
O -2.602 -1.225 1.530
N -2.647 -2.519 1.328
C -2.367 -3.319 2.383
C -2.448 -4.684 2.297
C -2.813 -5.250 1.074
C -3.044 -4.432 -0.002
C -2.938 -3.024 0.076
S -3.104 -2.001 -1.270
H -2.017 -2.782 3.251
H -2.196 -5.283 3.160
H -2.889 -6.327 0.969
H -3.297 -4.835 -0.972
O 0.243 -2.195 3.116
C 1.083 -1.278 3.415
O 0.732 -0.023 3.385
C 2.457 -1.598 3.720
C 3.448 -0.590 3.966
C 4.777 -0.906 4.108
C 5.239 -2.241 4.038
C 4.263 -3.252 3.837
C 2.933 -2.951 3.691
H 3.132 0.445 4.046
H 5.491 -0.105 4.287
H 6.289 -2.483 4.146
H 4.576 -4.293 3.801
H 2.205 -3.738 3.532
```

Gap between HOMO and LUMO (spin up / spin down) ... 3.017 / 6.729 eV
Total charge ... -2
LUMO energy (spin up / spin down) ... 0.169 / 0.169 hartree
Spin multiplicity ... 2
HOMO level (spin up / spin down) ... 1.6 / -2.1 eV

Löwdin analysis output, partial charges in e: atom 1 (Sr): 1.3768, atom 2 (N): -0.0329, atom 3 (C): -0.2596, atom 4 (C): -0.1983, atom 5 (N): -0.0906, atom 6 (C): -0.2312, atom 7 (C): -0.2688, atom 8 (N): -0.0362, atom 9 (H): 0.0572, atom 10 (H): 0.0404, atom 11 (H): 0.0889, atom 12 (H): 0.1043, atom 13 (H): 0.1132, atom 14 (H): 0.1084, atom 15 (H): 0.0842, atom 16 (H): 0.1084, atom 17 (H): 0.1032, atom 18 (H): 0.0919, atom 19 (H): 0.1029, atom 20 (H): 0.0731, atom 21 (H): -0.0312, atom 22 (S): 0.4313, atom 23 (C): -0.8526, atom 24 (C): -0.1425, atom 25 (C): -0.1190, atom 26 (C): -0.0995, atom 27 (C): -0.1652, atom 28 (N): -0.0655, atom 29 (H): 0.0779, atom 30 (H): 0.0883, atom 31 (H): 0.0845, atom 32 (H): 0.0770, atom 33 (O): -0.3492, atom 34 (N): -0.2429, atom 35 (C): -0.0493, atom 36 (C): -0.0857, atom 37 (C): -0.1186, atom 38 (C): -0.1405, atom 39 (C): -0.7890, atom 40 (S): 0.4667, atom 41 (H): 0.1169, atom 42 (H): 0.0928, atom 43 (H): 0.0881, atom 44 (H): 0.0801, atom 45 (O): -0.1311, atom 46 (C): -0.6807, atom 47 (O): -0.2746, atom 48 (C): -0.2160, atom 49 (C): -0.0986, atom 50 (C): -0.1742, atom 51 (C): -0.1860, atom 52 (C): -0.1760, atom 53 (C): -0.0980, atom 54 (H): 0.0758, atom 55 (H): 0.0707, atom 56 (H): 0.0455, atom 57 (H): 0.0689, atom 58 (H): 0.0864